No. 1
This record from the Open Molecules 2025 dataset describes a molecular structure, C25H23BrF3FeN3OP. The level of theory is wB97M-V/def2-TZVPD.

## Properties
- lowest unoccupied orbital energy (spin up / spin down) (eV) = -6.436 / -8.604
- charge = +2
- HOMO (spin up / spin down) (eV) = -14.1 / -14.4
- orbital gap (spin up / spin down) (eV) = 7.66 / 5.77
- multiplicity = 6
- ΔE to the lowest compared entry with this formula, charge and spin (kJ/mol) = 0.0

CARTESIAN COORDINATES (ANGSTROEM)
Fe (0.028, 0.249, -0.253)
Br (-6.683, -3.217, 0.343)
C (-5.078, -2.447, -0.132)
C (-4.743, -2.295, -1.496)
C (-3.557, -1.727, -1.840)
C (-2.633, -1.261, -0.839)
O (-1.565, -0.699, -1.188)
C (-2.987, -1.440, 0.558)
C (-2.108, -1.070, 1.661)
N (-0.942, -0.555, 1.555)
C (-0.186, -0.314, 2.738)
C (-0.351, -0.958, 3.936)
C (0.435, -0.605, 5.053)
C (1.378, 0.378, 4.963)
C (1.605, 1.032, 3.729)
C (2.580, 2.040, 3.548)
C (2.752, 2.603, 2.314)
C (1.960, 2.146, 1.249)
N (1.039, 1.212, 1.379)
C (0.836, 0.664, 2.610)
C (-4.191, -2.019, 0.875)
H (-5.440, -2.634, -2.251)
H (-3.273, -1.593, -2.875)
H (-2.526, -1.272, 2.648)
H (-1.069, -1.760, 4.046)
H (0.281, -1.128, 5.986)
H (1.970, 0.657, 5.825)
H (3.183, 2.352, 4.391)
H (3.486, 3.376, 2.141)
H (2.095, 2.558, 0.255)
H (-4.474, -2.162, 1.911)
C (-0.036, 3.982, -1.123)
P (-0.834, 2.356, -1.280)
C (-1.142, 2.193, -3.064)
C (-2.482, 2.645, -0.560)
H (-0.658, 4.747, -1.589)
H (0.937, 3.980, -1.617)
H (0.102, 4.239, -0.073)
H (-1.757, 3.015, -3.435)
H (-1.647, 1.249, -3.266)
H (-0.194, 2.198, -3.602)
H (-3.012, 3.419, -1.117)
H (-2.377, 2.971, 0.476)
H (-3.077, 1.732, -0.578)
F (4.359, -4.402, -3.045)
C (4.594, -3.093, -3.200)
F (4.587, -2.819, -4.509)
F (5.804, -2.818, -2.713)
C (3.517, -2.290, -2.494)
C (3.831, -1.382, -1.499)
C (2.798, -0.692, -0.896)
N (1.511, -0.869, -1.228)
C (1.220, -1.751, -2.200)
C (2.191, -2.478, -2.854)
H (4.854, -1.213, -1.196)
H (3.000, 0.015, -0.103)
H (0.173, -1.861, -2.448)
H (1.916, -3.181, -3.628)

No. 2
This record from the Open Molecules 2025 dataset describes 6 unconnected molecules or ions with the total composition C46H63Cl2IN3O15P. The level of theory is wB97M-V/def2-TZVPD.

## Properties
- lowest unoccupied orbital energy (eV) = -0.267
- charge = 0
- HOMO (eV) = -7.4
- orbital gap (eV) = 7.15
- SMILES = CCCCCc1c(NCCC)c(P(CC)CC)c(I)c2nc(CCc3ccccc3)c([C@@H](Cl)[C@@H](C)Cl)nc12.O=C1OCCO1.O=C1OCCO1.O=C1OCCO1.O=C1OCCO1.O=C1OCCO1

CARTESIAN COORDINATES (ANGSTROEM)
C (-1.692, 1.136, 5.897)
C (-2.140, 0.587, 4.543)
C (-1.017, 0.583, 3.484)
C (-0.550, -0.834, 3.123)
C (0.143, -0.997, 1.761)
C (-0.562, -0.380, 0.579)
C (-1.443, -1.072, -0.220)
N (-1.771, -2.417, 0.098)
C (-2.722, -2.673, 1.200)
C (-3.595, -1.509, 1.633)
C (-4.656, -1.071, 0.611)
C (-2.047, -0.484, -1.394)
P (-3.163, -1.364, -2.579)
C (-3.120, -3.173, -2.274)
C (-1.780, -3.935, -2.419)
C (-2.313, -1.241, -4.227)
C (-2.603, -2.424, -5.162)
C (-1.814, 0.855, -1.616)
I (-2.779, 1.944, -3.124)
C (-0.920, 1.603, -0.809)
N (-0.686, 2.914, -1.065)
C (0.175, 3.563, -0.326)
C (0.328, 5.029, -0.636)
C (-0.806, 5.859, -0.010)
C (-0.812, 5.791, 1.498)
C (-0.233, 6.795, 2.254)
C (-0.205, 6.716, 3.636)
C (-0.764, 5.628, 4.278)
C (-1.345, 4.619, 3.536)
C (-1.368, 4.701, 2.155)
C (0.881, 2.891, 0.724)
C (1.968, 3.595, 1.526)
Cl (1.875, 3.093, 3.238)
C (3.314, 3.183, 0.915)
C (3.583, 3.816, -0.437)
Cl (4.713, 3.524, 1.980)
N (0.647, 1.644, 1.003)
C (-0.267, 0.968, 0.264)
H (-1.465, 2.201, 5.825)
H (-2.497, 1.023, 6.624)
H (-0.827, 0.586, 6.267)
H (-2.525, -0.420, 4.706)
H (-2.980, 1.177, 4.171)
H (-1.397, 1.086, 2.593)
H (-0.167, 1.151, 3.859)
H (-1.394, -1.514, 3.224)
H (0.178, -1.145, 3.879)
H (0.300, -2.063, 1.588)
H (1.128, -0.536, 1.827)
H (-0.919, -2.942, 0.244)
H (-2.184, -3.092, 2.055)
H (-3.404, -3.468, 0.871)
H (-3.012, -0.655, 1.975)
H (-4.124, -1.868, 2.521)
H (-4.802, -1.815, -0.171)
H (-4.394, -0.130, 0.126)
H (-5.617, -0.909, 1.102)
H (-3.509, -3.366, -1.279)
H (-3.851, -3.614, -2.953)
H (-1.541, -4.481, -1.510)
H (-1.799, -4.619, -3.264)
H (-0.955, -3.237, -2.573)
H (-2.709, -0.353, -4.712)
H (-1.236, -1.112, -4.100)
H (-2.591, -2.077, -6.191)
H (-1.882, -3.224, -5.032)
H (-3.609, -2.816, -5.004)
H (1.296, 5.422, -0.335)
H (0.253, 5.136, -1.719)
H (-0.660, 6.897, -0.311)
H (-1.764, 5.504, -0.390)
H (0.218, 7.649, 1.760)
H (0.244, 7.502, 4.230)
H (-0.755, 5.558, 5.357)
H (-1.786, 3.761, 4.027)
H (-1.822, 3.900, 1.582)
H (1.817, 4.670, 1.528)
H (3.293, 2.099, 0.806)
H (2.776, 3.607, -1.139)
H (4.497, 3.395, -0.854)
H (3.735, 4.891, -0.343)
C (-6.670, -0.615, 4.300)
C (-7.354, -0.350, 5.628)
O (-6.441, -0.941, 6.558)
C (-5.213, -0.982, 5.990)
O (-4.212, -1.261, 6.562)
O (-5.289, -0.661, 4.675)
H (-6.829, 0.166, 3.562)
H (-6.949, -1.580, 3.872)
H (-7.438, 0.715, 5.848)
H (-8.331, -0.817, 5.717)
C (3.496, -4.775, 2.419)
C (3.790, -3.314, 2.130)
O (3.163, -3.130, 0.856)
C (2.194, -4.062, 0.715)
O (1.380, -4.063, -0.150)
O (2.274, -4.982, 1.702)
H (3.351, -4.992, 3.474)
H (4.257, -5.442, 2.012)
H (3.320, -2.643, 2.851)
H (4.850, -3.086, 2.061)
C (1.030, -1.129, -8.159)
C (1.150, 0.308, -7.691)
O (-0.184, 0.802, -7.866)
C (-1.033, -0.250, -7.843)
O (-2.218, -0.162, -7.794)
O (-0.351, -1.414, -7.881)
H (1.676, -1.826, -7.630)
H (1.192, -1.229, -9.234)
H (1.411, 0.380, -6.634)
H (1.845, 0.903, -8.277)
C (8.001, 2.152, 3.229)
C (8.510, 3.197, 4.203)
O (9.182, 2.395, 5.179)
C (9.538, 1.222, 4.603)
O (10.251, 0.413, 5.097)
O (8.964, 1.103, 3.382)
H (7.976, 2.491, 2.197)
H (7.017, 1.771, 3.504)
H (9.234, 3.874, 3.747)
H (7.720, 3.777, 4.672)
C (2.419, -5.835, -9.594)
C (2.119, -6.639, -8.342)
O (2.610, -5.778, -7.308)
C (2.618, -4.513, -7.773)
O (2.803, -3.545, -7.108)
O (2.375, -4.490, -9.102)
H (1.687, -5.966, -10.386)
H (3.418, -6.030, -9.986)
H (1.049, -6.791, -8.190)
H (2.629, -7.597, -8.304)

Number 1: F_max 0.006 hartree/bohr, electronic energy -5684.21907 Ha. Number 2: F_max 0.019 hartree/bohr, electronic energy -4642.99948 Ha.